--- P ---
Below is a 2-piece molecular cluster, C7H10N overall, with properties calculated with the ωB97M-V functional and the def2-TZVPD basis.

Geometry (Å):
N  -3.25  0.25  1.05
C  -3.95  -0.16  0.00
C  -0.60  0.25  -0.92
C  -0.08  -1.10  -0.45
C  0.01  1.32  -0.17
C  1.39  -0.60  -0.07
C  1.15  0.65  0.72
C  -2.55  0.04  -0.10
H  -0.63  1.98  0.39
H  -0.09  -2.00  -1.17
H  0.79  0.54  1.73
H  2.03  1.19  0.69
H  0.44  2.05  -0.79
H  -4.83  -0.42  -0.45
H  1.88  -1.50  0.47
H  -0.44  -1.41  0.49
H  1.79  -0.32  -1.05
H  -0.79  0.36  -2.09

Output
net charge = +1
HOMO-LUMO gap = 10.277 eV
spin multiplicity = 1
HOMO energy = -15.066 eV



--- Q ---
Below is an isolated ion of composition C7H10N and charge +1, with properties calculated with the ωB97M-V functional and the def2-TZVPD basis.

Geometry (Å):
N  -0.91  -0.22  -0.02
C  2.88  0.47  -1.07
C  0.09  0.59  2.11
C  1.66  0.15  -1.32
C  0.04  0.27  0.70
C  0.52  -0.31  -1.97
C  -0.66  -0.51  -1.37
C  -2.26  -0.49  0.48
H  3.66  0.43  -1.83
H  -2.69  0.41  0.91
H  -2.90  -0.84  -0.32
H  0.72  -0.15  2.60
H  0.62  -0.54  -3.03
H  -1.50  -0.93  -1.91
H  3.22  0.80  -0.10
H  -2.21  -1.26  1.25
H  -0.88  0.60  2.62
H  0.59  1.54  2.26

Output
net charge = +1
HOMO-LUMO gap (spin up / spin down) = 8.366 / 8.370 eV
spin multiplicity = 1
HOMO energy (spin up / spin down) = -13.216 / -13.218 eV



Least stable of them? P.



--- P ---
Below is an isolated ion of composition C3H6NO2 and charge -1, with properties calculated with the ωB97M-V functional and the def2-TZVPD basis.

Geometry (Å):
O  0.46  2.08  0.96
O  -1.65  1.37  0.60
N  -1.00  -1.22  0.16
C  0.97  -0.14  -1.01
C  -0.37  1.28  0.64
C  0.06  -0.21  0.42
H  0.85  -0.60  1.12
H  0.37  0.35  -1.80
H  -1.84  -0.64  0.46
H  1.35  -1.04  -1.52
H  1.76  0.65  -0.92
H  -0.95  -1.88  0.91

Output
net charge = -1
HOMO-LUMO gap = 8.612 eV
spin multiplicity = 1
HOMO energy = -4.127 eV



--- Q ---
Below is an isolated ion of composition C3H6NO2 and charge -1, with properties calculated with the ωB97M-V functional and the def2-TZVPD basis.

Geometry (Å):
O  -1.65  0.56  -2.21
O  2.37  0.07  1.92
N  0.41  -0.43  0.79
C  -0.69  0.00  -1.43
C  -0.91  -0.09  0.10
C  1.44  0.36  1.10
H  1.50  1.28  0.53
H  -1.57  -0.97  0.37
H  -0.25  -0.93  -1.57
H  0.43  -1.42  1.15
H  -1.27  0.83  0.56
H  0.19  0.74  -1.31

Output
net charge = -1
HOMO-LUMO gap = 6.718 eV
spin multiplicity = 1
HOMO energy = -2.677 eV



--- R ---
Below is a 2-piece molecular cluster, C3H6NO2 overall, with properties calculated with the ωB97M-V functional and the def2-TZVPD basis.

Geometry (Å):
O  -0.32  3.41  -1.04
O  0.78  1.58  -0.88
N  0.36  2.52  -1.62
C  0.36  -0.84  1.45
C  -0.27  -0.77  -1.01
C  -0.52  -1.12  0.21
H  -1.53  -1.46  0.50
H  0.11  -1.50  2.21
H  0.65  -0.38  -1.17
H  -1.15  -0.68  -1.58
H  0.21  0.18  1.74
H  1.33  -0.94  1.18

Output
net charge = -1
HOMO-LUMO gap = 7.256 eV
spin multiplicity = 1
HOMO energy = -3.114 eV



Least stable of them? R.



--- P ---
Below is C9H12N2O as an isolated structure, with properties calculated with the ωB97M-V functional and the def2-TZVPD basis.

Geometry (Å):
O  -0.22  -0.11  -1.12
N  2.89  0.68  -1.03
N  -3.48  -0.15  0.16
C  -2.44  0.28  -0.45
C  2.83  0.77  0.52
C  -3.50  -1.29  0.99
C  -2.35  -2.16  0.90
C  -1.29  -1.77  0.29
C  1.31  0.46  0.81
C  -1.32  -0.64  -0.31
C  1.75  1.31  -1.45
C  0.58  0.84  -0.53
H  1.70  2.45  -1.57
H  0.57  0.77  1.99
H  1.12  -0.55  1.16
H  -0.14  1.49  0.15
H  2.89  1.78  0.78
H  -2.47  -3.21  1.38
H  3.61  1.26  -1.35
H  -4.23  -1.90  1.07
H  -0.43  -2.42  0.40
H  -2.42  1.16  -0.97
H  3.46  -0.12  0.72
H  1.59  1.06  -2.55

Output
net charge = 0
HOMO-LUMO gap = 9.714 eV
spin multiplicity = 1
HOMO energy = -9.000 eV



--- Q ---
Below is one molecule with the formula C9H12N2O, with properties calculated with the ωB97M-V functional and the def2-TZVPD basis.

Geometry (Å):
O  -0.38  0.76  2.65
N  0.63  0.54  1.87
N  0.47  -0.89  1.61
C  0.83  -1.42  -0.93
C  0.12  -0.01  -1.28
C  0.84  1.23  -1.62
C  -1.22  0.20  -0.85
C  1.42  -1.44  0.56
C  -0.41  -1.71  2.50
C  0.03  2.37  -1.82
C  -1.86  1.47  -0.85
C  -1.20  2.54  -1.54
H  1.83  1.37  -2.14
H  2.18  -0.74  0.45
H  -1.56  3.70  -1.81
H  -2.82  1.60  -0.22
H  -1.85  -0.61  -0.64
H  0.30  -2.34  -1.12
H  -1.41  -1.71  2.27
H  0.44  3.25  -2.47
H  1.72  -2.49  0.78
H  -0.19  -1.39  3.67
H  1.93  -1.43  -1.40
H  0.16  -2.86  2.31

Output
net charge = 0
HOMO-LUMO gap = 9.333 eV
spin multiplicity = 1
HOMO energy = -8.925 eV



Least stable of them? P.



--- P ---
Below is an isolated ion of composition C5H8NO and charge +1, with properties calculated with the ωB97M-V functional and the def2-TZVPD basis.

Geometry (Å):
O  -1.91  0.89  1.12
N  0.82  0.83  -0.29
C  -0.23  -1.48  0.15
C  -1.49  -1.38  0.61
C  1.88  1.53  -0.80
C  -2.34  -0.22  1.03
C  0.69  -0.49  -0.41
H  -3.51  -0.22  1.15
H  1.62  2.70  -0.84
H  1.45  -1.03  -0.90
H  1.99  1.16  -1.80
H  -0.02  -2.62  -0.03
H  0.10  1.28  0.32
H  -1.86  -2.29  1.02
H  2.81  1.35  -0.33

Output
net charge = +1
HOMO-LUMO gap = 8.345 eV
spin multiplicity = 1
HOMO energy = -14.607 eV



--- Q ---
Below is an isolated ion of composition C5H8NO and charge +1, with properties calculated with the ωB97M-V functional and the def2-TZVPD basis.

Geometry (Å):
O  0.28  2.29  -1.77
N  0.44  2.04  -0.43
C  -0.39  0.97  -1.95
C  0.04  -0.36  0.57
C  -0.19  0.92  -0.47
C  0.92  -0.09  1.64
C  -0.60  -1.61  0.34
H  1.61  -0.95  1.78
H  1.44  0.86  1.49
H  0.20  0.39  -2.71
H  -0.09  -2.56  0.76
H  -1.52  -1.43  1.17
H  -1.08  -1.68  -0.68
H  0.34  0.05  2.70
H  -1.39  1.17  -2.45

Output
net charge = +1
HOMO-LUMO gap = 8.304 eV
spin multiplicity = 1
HOMO energy = -15.041 eV



--- R ---
Below is a 2-piece molecular cluster, C5H8NO overall, with properties calculated with the ωB97M-V functional and the def2-TZVPD basis.

Geometry (Å):
O  2.33  -1.32  0.64
N  2.77  -0.36  0.00
C  3.46  0.44  -0.51
C  -1.80  0.15  0.33
C  -1.57  1.51  -0.30
C  -0.92  -1.00  0.19
C  -0.08  -1.91  0.14
H  4.03  1.29  -0.84
H  -2.41  2.13  -0.53
H  -2.03  0.24  1.31
H  -2.63  -0.43  -0.11
H  0.89  -1.60  0.68
H  -1.12  2.24  0.36
H  0.03  -2.88  -0.19
H  -0.94  1.49  -1.15

Output
net charge = +1
HOMO-LUMO gap = 9.709 eV
spin multiplicity = 1
HOMO energy = -14.681 eV



--- S ---
Below is an isolated ion of composition C5H8NO and charge +1, with properties calculated with the ωB97M-V functional and the def2-TZVPD basis.

Geometry (Å):
O  0.62  -1.37  3.13
N  1.26  0.83  -1.93
C  0.45  0.14  -0.82
C  -0.40  -0.19  1.34
C  -0.86  0.34  -0.79
C  -1.41  -0.19  0.43
C  -0.37  -1.05  2.53
H  0.62  1.37  -2.56
H  2.19  1.28  -1.63
H  -2.41  -0.48  0.63
H  0.55  0.28  1.21
H  -1.46  1.04  -1.52
H  1.52  0.08  -2.68
H  1.09  -0.51  -0.23
H  -1.40  -1.57  2.89

Output
net charge = +1
HOMO-LUMO gap = 8.587 eV
spin multiplicity = 1
HOMO energy = -13.125 eV



Least stable of them? R.



--- P ---
Below is C5H8NO as an isolated structure, with properties calculated with the ωB97M-V functional and the def2-TZVPD basis.

Geometry (Å):
O  -1.91  1.17  -0.39
N  -0.02  -0.30  0.85
C  1.76  0.28  -0.74
C  -0.80  0.54  -1.22
C  -1.20  -0.57  1.47
C  -2.58  0.87  0.56
C  0.34  0.07  -0.29
H  -0.52  1.30  -2.02
H  -2.28  -0.16  1.17
H  2.31  -0.69  -0.74
H  2.28  1.09  -0.11
H  1.75  0.63  -1.78
H  -1.38  -1.71  1.44
H  -1.31  -0.36  -1.70
H  -1.18  -0.14  2.51

Output
net charge = +1
HOMO-LUMO gap = 8.989 eV
spin multiplicity = 1
HOMO energy = -14.199 eV



--- Q ---
Below is an isolated ion of composition C5H8NO and charge +1, with properties calculated with the ωB97M-V functional and the def2-TZVPD basis.

Geometry (Å):
O  -0.36  -1.50  -2.21
N  0.71  0.36  -0.25
C  0.17  1.45  0.63
C  0.88  -0.97  0.37
C  -0.88  -0.41  -1.78
C  -0.13  -1.86  0.16
C  -1.08  -1.53  -0.91
H  -2.15  -1.84  -0.84
H  -0.38  -2.81  0.54
H  0.79  1.85  1.47
H  -0.94  0.55  -2.27
H  1.74  -0.89  1.05
H  -0.92  1.13  0.86
H  0.06  2.23  -0.04
H  1.54  0.79  -0.80

Output
net charge = +1
HOMO-LUMO gap (spin up / spin down) = 9.797 / 9.796 eV
spin multiplicity = 1
HOMO energy (spin up / spin down) = -14.690 / -14.689 eV



Least stable of them? P.